# C6H25NO7

A 7-piece molecular cluster, C6H25NO7 overall in a non-equilibrium geometry (ωB97M-V/def2-TZVPD, OMol25).

```
39
Properties=species:S:1:pos:R:3:lowdin_charge:R:1
C 2.739 0.556 1.887 0.03
C 1.470 0.085 1.052 -0.42
N 1.775 -0.882 0.075 0.04
C -1.344 -1.783 -1.968 -0.07
C -0.162 -1.997 -0.887 -0.17
C 1.100 -1.117 -1.230 -0.36
C 2.068 -1.699 -2.239 -0.06
O 0.329 0.506 1.291 0.03
H 3.592 0.613 1.215 0.07
H 2.717 1.493 2.286 0.04
H 2.789 -0.154 2.740 0.10
H 2.802 -1.078 0.059 0.15
H -1.181 -2.483 -2.848 0.09
H -1.501 -0.746 -2.211 0.05
H -2.308 -2.020 -1.595 0.04
H -0.799 -1.711 -0.057 0.06
H 0.201 -3.050 -0.724 0.11
H 0.771 -0.132 -1.742 0.15
H 1.632 -2.049 -3.298 0.14
H 2.195 -2.641 -1.805 0.05
H 3.014 -1.258 -2.521 0.08
H -3.718 1.743 -0.726 0.09
H -2.594 1.211 0.446 0.03
O -2.946 1.914 -0.159 -0.08
H -1.291 2.049 2.108 -0.01
H -2.768 1.740 1.913 0.00
O -2.144 2.204 2.492 -0.05
H -2.222 -1.078 0.580 0.06
H -3.655 -1.359 1.300 0.01
O -3.088 -0.718 0.987 -0.03
H 1.398 -2.766 1.038 -0.06
H 0.271 -3.724 1.193 0.07
O 1.260 -3.622 1.345 -0.05
H 1.263 3.207 -1.288 -0.04
H 1.018 3.905 -0.053 0.03
O 1.720 3.582 -0.593 -0.01
H -0.628 1.423 -1.490 0.02
H -1.817 2.309 -1.495 0.00
O -0.984 2.192 -2.017 -0.10
```

Its SMILES is CC[C@H](C)NC(C)=O.O.O.O.O.O.O. Its energy relative to the best compared isomer or geometry (same formula, charge and spin) is 81.9 kcal per mole. As for the LUMO energy: 0.006 Eh. The multiplicity is 1. Its charge is 0. The HOMO-LUMO gap comes out at 10.4697 eV.

---

# C4H5FN2

An isolated molecule of C4H5FN2 in a non-equilibrium geometry (ωB97M-V/def2-TZVPD, OMol25).

```
12
Properties=species:S:1:pos:R:3:lowdin_charge:R:1
C 0.744 0.454 -1.664 0.02
C -1.531 -0.143 0.927 -0.18
C -0.380 -0.494 1.674 -0.01
C 0.614 -0.319 0.736 -0.33
H 0.335 -0.177 -2.415 0.08
H 0.526 1.475 -1.886 0.08
H 1.826 0.297 -1.540 0.10
H -2.558 -0.133 1.312 0.11
H -0.330 -0.828 2.738 0.12
N 0.080 0.120 -0.399 -0.14
N -1.264 0.231 -0.302 0.07
F 1.938 -0.484 0.818 0.10
```

Its SMILES is Cn1nccc1F. Its energy relative to the best compared isomer or geometry (same formula, charge and spin) is 22.6 kcal per mole. As for the LUMO energy: 0.036 Eh. The multiplicity is 1. Its charge is 0. The HOMO-LUMO gap comes out at 10.2960 eV.

---

# C26H66F3LiO11S

C26H66F3LiO11S as an isolated structure in a non-equilibrium geometry (ωB97M-V/def2-TZVPD, OMol25).

```
108
Properties=species:S:1:pos:R:3:lowdin_charge:R:1
Li 3.549 0.937 2.410 0.85
C 0.489 -1.260 0.856 -0.65
F 0.923 -1.681 2.042 0.13
F 0.285 -2.325 0.074 0.14
F -0.666 -0.628 1.007 0.13
S 1.714 -0.172 0.011 0.52
O 2.237 0.709 1.065 -0.44
O 2.720 -1.057 -0.515 -0.27
O 0.920 0.544 -0.953 -0.28
C -3.177 1.560 -5.123 -0.07
C -2.274 1.221 -3.950 -0.29
O -2.968 0.299 -3.141 -0.16
C -2.203 -0.234 -2.074 -0.28
C -3.112 -1.121 -1.262 -0.06
H -3.008 2.564 -5.511 0.07
H -3.058 0.838 -5.932 0.07
H -4.220 1.504 -4.807 0.07
H -1.325 0.831 -4.342 0.11
H -1.997 2.121 -3.382 0.11
H -1.306 -0.724 -2.468 0.10
H -1.834 0.584 -1.438 0.09
H -3.462 -1.987 -1.825 0.08
H -3.992 -0.562 -0.941 0.07
H -2.600 -1.461 -0.361 0.05
C 3.223 3.668 -0.886 -0.05
C 2.483 4.856 -0.334 -0.28
O 2.929 5.075 0.995 -0.17
C 2.342 6.230 1.571 -0.29
C 2.769 6.319 3.014 -0.07
H 4.304 3.746 -0.763 0.08
H 2.910 2.792 -0.313 0.05
H 3.002 3.494 -1.937 0.07
H 2.698 5.765 -0.918 0.12
H 1.400 4.714 -0.390 0.10
H 2.675 7.104 0.998 0.12
H 1.250 6.172 1.494 0.11
H 2.430 5.452 3.583 0.07
H 2.333 7.212 3.463 0.08
H 3.855 6.371 3.090 0.08
C -0.409 3.477 1.301 -0.06
C -1.353 2.680 0.442 -0.29
O -2.580 3.373 0.409 -0.16
C -3.592 2.753 -0.359 -0.28
C -4.825 3.618 -0.236 -0.07
H 0.612 3.088 1.313 0.07
H -0.336 4.527 1.009 0.07
H -0.743 3.511 2.343 0.08
H -0.977 2.555 -0.580 0.12
H -1.456 1.687 0.899 0.10
H -3.287 2.645 -1.405 0.11
H -3.820 1.758 0.051 0.10
H -5.645 3.299 -0.876 0.08
H -4.569 4.651 -0.494 0.08
H -5.173 3.673 0.798 0.07
C 2.018 -5.049 1.216 -0.04
C 3.065 -4.454 2.153 -0.50
C 3.105 -5.100 3.532 -0.05
O 4.360 -4.485 1.553 -0.04
H 1.018 -4.826 1.596 0.06
H 2.161 -6.130 1.152 0.09
H 2.110 -4.606 0.224 0.07
H 2.807 -3.398 2.287 0.12
H 3.417 -6.145 3.494 0.08
H 2.148 -5.000 4.043 0.06
H 3.838 -4.542 4.120 0.08
H 4.752 -5.342 1.750 0.08
C -0.365 -3.440 4.271 -0.06
C -1.706 -4.168 4.236 -0.46
C -2.378 -4.060 2.898 -0.05
O -1.467 -5.595 4.405 -0.07
H 0.180 -3.550 3.338 0.04
H 0.219 -3.812 5.113 0.08
H -0.583 -2.376 4.413 0.08
H -2.326 -3.902 5.095 0.14
H -1.751 -4.506 2.122 0.08
H -2.629 -3.045 2.588 0.06
H -3.295 -4.652 2.851 0.09
H -1.016 -5.719 5.246 0.08
C 1.008 -2.390 -3.637 -0.05
C 1.565 -3.592 -2.872 -0.52
C 1.722 -4.808 -3.774 -0.06
O 2.808 -3.296 -2.298 -0.04
H 0.166 -2.633 -4.286 0.08
H 1.804 -1.938 -4.231 0.08
H 0.662 -1.631 -2.927 0.05
H 0.822 -3.882 -2.112 0.12
H 2.590 -4.705 -4.431 0.08
H 0.878 -4.955 -4.450 0.07
H 1.816 -5.714 -3.173 0.07
H 2.718 -2.548 -1.689 0.03
C 2.811 2.322 -4.924 -0.09
C 2.140 1.263 -4.084 -0.33
O 1.072 1.859 -3.355 -0.11
H 3.597 1.883 -5.542 0.07
H 3.300 3.071 -4.295 0.06
H 2.083 2.837 -5.549 0.08
H 2.852 0.787 -3.400 0.11
H 1.725 0.480 -4.731 0.10
H 0.917 1.334 -2.555 0.02
C -3.015 -0.104 3.077 -0.08
C -3.577 1.282 2.861 -0.32
O -4.034 1.767 4.112 -0.06
H -3.771 -0.764 3.500 0.08
H -2.112 -0.079 3.687 0.08
H -2.712 -0.520 2.111 0.05
H -4.352 1.244 2.086 0.11
H -2.792 1.946 2.476 0.09
H -4.458 2.622 3.989 0.08
```

As for the LUMO energy: -0.065 Eh. The multiplicity is 1. Its charge is 0. The HOMO-LUMO gap comes out at 7.4961 eV.

---

# C6H10

An isolated molecule of C6H10 (ωB97M-V/def2-TZVPD, OMol25).

```
16
Properties=species:S:1:pos:R:3:lowdin_charge:R:1
C 1.802 -0.326 0.663 -0.07
C 1.098 0.220 -0.542 -0.34
C -0.024 -0.481 -1.207 -0.10
C -2.109 -0.284 0.601 0.00
C -1.248 0.731 0.646 -0.15
C -0.268 0.859 -0.465 -0.24
H 2.374 0.487 1.124 0.08
H 2.484 -1.136 0.388 0.08
H 1.085 -0.705 1.399 0.08
H 1.734 0.736 -1.253 0.13
H -0.154 -0.565 -2.278 0.10
H -0.304 -1.409 -0.699 0.10
H -2.744 -0.587 1.420 0.05
H -2.163 -0.869 -0.312 0.05
H -1.316 1.476 1.440 0.10
H -0.250 1.854 -0.927 0.13
```

Its SMILES is C=C[C@@H]1C[C@@H]1C. Its energy relative to the best compared isomer or geometry (same formula, charge and spin) is 38.7 kcal per mole. As for the LUMO energy: 0.045 Eh. The multiplicity is 1. Its charge is 0. The HOMO-LUMO gap comes out at 10.2972 eV.

---

# C6H8

A 2-piece molecular cluster, C6H8 overall (ωB97M-V/def2-TZVPD, OMol25).

```
14
Properties=species:S:1:pos:R:3:lowdin_charge:R:1
C 3.302 -0.940 -0.332 0.15
C 2.389 -0.709 0.458 -0.28
C 1.358 -0.595 1.350 0.08
C -0.579 0.107 -0.506 -0.20
C -1.476 0.984 0.318 -0.17
C -2.066 -0.045 -0.602 -0.16
H 4.094 -1.172 -1.006 0.03
H -0.080 -0.716 0.008 0.04
H 1.126 0.452 1.590 0.03
H -0.017 0.544 -1.328 0.11
H -1.562 2.029 0.036 0.10
H -1.524 0.801 1.389 0.10
H -2.496 -0.938 -0.157 0.10
H -2.557 0.290 -1.508 0.09
```

Its energy relative to the best compared isomer or geometry (same formula, charge and spin) is 132.6 kcal per mole. As for the LUMO energy (spin up / spin down): -0.046 / -0.046 Eh. The multiplicity is 1. Its charge is 0. The HOMO-LUMO gap (spin up / spin down) comes out at 7.3352 / 7.3345 eV.

---

# C4H6NO2

A 2-piece molecular cluster, C4H6NO2 overall in a non-equilibrium geometry (ωB97M-V/def2-TZVPD, OMol25).

```
13
Properties=species:S:1:pos:R:3:lowdin_charge:R:1
C 2.748 0.311 0.048 0.15
C 1.488 0.679 -0.197 -0.07
C 0.508 -0.360 0.002 -0.13
C -2.353 -0.605 -0.006 0.01
N -1.371 0.434 -0.063 -0.09
O 0.353 -1.501 -0.091 0.25
O -1.657 1.596 0.120 0.16
H 3.533 1.094 -0.028 0.11
H 3.218 -0.617 0.416 0.12
H 1.047 1.713 -0.216 0.14
H -2.290 -1.184 -0.995 0.17
H -3.245 -0.202 0.436 0.12
H -1.977 -1.358 0.574 0.06
```

Its energy relative to the best compared isomer or geometry (same formula, charge and spin) is 95.9 kcal per mole. As for the LUMO energy: -0.230 Eh. The multiplicity is 1. Its charge is +1. The HOMO-LUMO gap comes out at 8.8965 eV.